A molecular structure, C12H19CdCl5N3O4PS2 in a non-equilibrium geometry, computed with ωB97M-V/def2-TZVPD.

Each line ends with the Mulliken spin population.
Positions of all 47 atoms, in Å:
1 H 1.66666 -2.48146 0.92616  0.001
2 S 0.45849 -0.50380 -3.11667  0.063
3 C 0.90307 3.88471 -0.67700  0.053
4 C 2.07821 4.54698 -0.94608  -0.002
5 H -3.69591 2.13912 -0.92858  -0.006
6 Cd -0.39365 1.04555 -0.60954  0.458
7 C 3.17572 3.17707 0.71297  0.003
8 O -1.51942 0.06455 1.61023  -0.022
9 H -0.77309 2.97469 1.58719  0.003
10 H 0.19258 -1.82322 3.35842  0.000
11 H -0.90404 -4.48577 -1.40634  0.000
12 C 1.97391 2.54690 0.93775  0.050
13 Cl 2.15165 5.80431 -2.12888  0.002
14 Cl 1.86906 1.24450 2.08410  0.013
15 H -3.17027 0.73441 -0.24483  -0.004
16 O -0.22946 -3.24708 -2.92245  -0.006
17 N -1.67292 2.74116 2.05431  0.007
18 C -1.37666 0.49960 2.73121  0.018
19 C 3.24338 4.21274 -0.22938  0.086
20 H -3.27613 0.84749 -1.86284  -0.004
21 C -0.87291 -1.64997 3.53842  0.001
22 Cl 4.72355 5.04792 -0.51995  0.010
23 C -0.82938 -4.46388 -2.49968  0.006
24 C -2.20392 -4.60979 -3.13341  -0.003
25 S -2.03695 -1.84239 -1.05441  0.013
26 H 3.24440 -0.56619 0.40921  -0.008
27 N -1.53666 1.80177 3.08964  -0.001
28 O -1.09111 -0.27137 3.81524  0.002
29 N -3.04037 1.37191 -1.02609  0.047
30 H 0.79576 -0.98086 0.46049  0.013
31 C 0.76708 2.84806 0.27332  0.078
32 P -0.26749 -1.95289 -1.95932  0.055
33 H 3.47718 -1.94714 -0.67657  0.002
34 Cl -0.53366 4.22078 -1.57934  0.010
35 H 2.58185 -0.51932 -1.23611  0.005
36 Cl 4.59626 2.73668 1.59832  0.003
37 H -1.07729 2.07128 3.95635  0.000
38 H -2.85628 -3.83161 -2.74275  0.002
39 C 1.48088 -1.77389 0.11000  0.066
40 H -2.62793 -5.58779 -2.91763  0.000
41 C 2.78642 -1.16067 -0.37835  -0.012
42 H -2.12682 3.57389 2.41139  -0.002
43 H -1.20272 -2.20768 4.41563  0.000
44 H -1.43536 -1.95321 2.65123  0.000
45 H -2.11782 -4.48262 -4.21017  0.000
46 O 0.85868 -2.52690 -0.90337  -0.005
47 H -0.15657 -5.26656 -2.82180  0.001

- <S²>: 0.76
- HOMO-LUMO gap (alpha / beta): 4.56 / 7.61 eV
- 2S+1: 2
- Charge: -1
- E_HOMO (alpha / beta): -1.9695 / -5.0150 eV
- Maximum force: 1.249 eV Å⁻¹
- Relative energy (zero: lowest compared OMol25 entry of this formula, charge and spin): 17.3 kJ/mol